1.
96
Properties=species:S:1:pos:R:3 method="wB97M-V/def2-TZVPD" e_tot_ev=-155451.2956 total_charge=-2 homo_energy_ev=0.13 mol_weight_g_mol=1248.4
O -6.4771 -2.6353 -1.5436
C -6.7894 -3.3830 -2.5090
O -7.8709 -3.3818 -3.1608
C -5.6726 -4.3603 -2.9730
O -5.7342 -5.5491 -2.6057
O -4.7365 -3.8310 -3.6849
C -3.1152 -1.7545 -2.2164
C -2.9572 -0.6955 -3.3066
C -1.7172 0.1983 -3.2169
F -1.7045 0.9522 -2.0841
F -1.6836 1.0640 -4.2675
F -4.0492 0.0890 -3.4184
F -2.7769 -1.3487 -4.4863
O -3.9925 -1.4563 -1.1462
C -3.6811 -0.7863 -0.0558
C -4.5748 0.4471 0.0914
F -4.4061 1.2838 -0.9577
F -4.2199 1.1435 1.2171
F -2.3579 -0.4298 0.0520
F -3.9407 -1.5440 1.0451
H -3.5977 -2.6128 -2.7125
H -2.1491 -2.0897 -1.8539
H -0.8125 -0.4124 -3.2463
H -5.6173 0.1373 0.1606
C 0.4407 -5.9989 -1.8407
C -0.9143 -5.3254 -2.0885
C -2.0174 -5.5483 -1.0421
F -2.3398 -6.8590 -1.0067
F -3.0878 -4.8068 -1.3290
F -1.3425 -5.6059 -3.3245
F -0.6488 -3.9832 -2.0230
O 0.7015 -7.1947 -2.5572
C 0.3881 -8.4213 -2.0824
C -0.6185 -9.1464 -2.9868
F -1.7610 -8.4675 -3.0639
F -0.8611 -10.3706 -2.4463
F -0.0202 -8.4090 -0.8055
F 1.5294 -9.1726 -2.1258
H 1.1719 -5.2939 -2.2338
H 0.6421 -6.1114 -0.7753
H -1.6462 -5.2508 -0.0533
H -0.1898 -9.2735 -3.9831
C -4.9618 4.6257 -0.5655
C -4.8056 5.8019 -1.5349
C -3.7484 6.8575 -1.2029
F -4.0330 7.4826 -0.0413
F -3.7362 7.7892 -2.1860
F -5.9936 6.4082 -1.7483
F -4.3877 5.2683 -2.7168
O -6.0227 4.7025 0.3672
C -5.8977 5.2865 1.5798
C -6.8752 6.4585 1.7403
F -6.6437 7.4046 0.8102
F -6.6934 7.0135 2.9633
F -4.6391 5.6690 1.8580
F -6.2625 4.3853 2.5214
H -5.2221 3.7759 -1.1949
H -4.0164 4.3732 -0.0850
H -2.7590 6.3990 -1.1392
H -7.9007 6.0977 1.6512
C 2.1502 -0.2439 -0.4546
C 1.6373 -1.6892 -0.4015
C 0.7265 -2.0686 0.7695
F 1.4017 -1.9202 1.9347
F 0.3869 -3.3701 0.6466
F 2.6705 -2.5593 -0.4783
F 0.8792 -1.8249 -1.5241
O 3.4641 -0.0004 0.0217
C 3.7372 0.3030 1.3100
C 4.6796 -0.7263 1.9457
F 4.1195 -1.9489 1.9346
F 4.8847 -0.3787 3.2392
F 2.6392 0.4832 2.0576
F 4.4223 1.4801 1.3224
H 2.2120 -0.0197 -1.5175
H 1.4251 0.4452 -0.0216
H -0.1748 -1.4562 0.7789
H 5.6301 -0.7561 1.4127
C 7.6743 4.5884 3.0573
C 7.6415 3.1678 2.4802
C 7.1017 2.0523 3.3794
F 7.8832 1.9103 4.4703
F 7.1151 0.8935 2.6906
F 8.8590 2.8261 2.0079
F 6.7810 3.2225 1.4258
O 8.9121 5.0508 3.5616
C 9.2938 4.8730 4.8516
C 10.5906 4.0576 4.9476
F 10.4236 2.8421 4.4003
F 10.9059 3.9057 6.2535
F 8.3274 4.3443 5.6148
F 9.5908 6.0940 5.3625
H 7.4820 5.2307 2.1999
H 6.8612 4.7442 3.7664
H 6.0749 2.2589 3.6909
H 11.3969 4.5844 4.4345


2.
16
Properties=species:S:1:pos:R:3 method="wB97M-V/def2-TZVPD" e_tot_ev=-9878.0949 total_charge=0 homo_energy_ev=-8.91 relative_energy_kj_mol=189.7 mol_weight_g_mol=103.1
H 0.0260 0.5755 -3.2998
N 0.0840 0.5402 -2.2860
C 0.0569 1.7117 -1.8012
O 0.1078 1.9537 -0.4907
H -0.0106 2.6500 -2.3564
H 0.0862 1.0814 -0.0426
C 0.7750 -1.7909 0.2015
C -0.4014 -0.9913 0.6778
C -0.3855 -0.2066 1.7549
O -1.5052 0.4470 2.1846
H 0.9490 -1.5830 -0.8588
H 0.5990 -2.8687 0.3100
H 1.6862 -1.5410 0.7582
H -1.3346 -1.0708 0.1204
H 0.5129 -0.0775 2.3628
H -1.2458 1.1702 2.7653


3.
30
Properties=species:S:1:pos:R:3 method="wB97M-V/def2-TZVPD" e_tot_ev=-14209.4228 total_charge=0 homo_energy_ev=-7.96 relative_energy_kj_mol=88.3 mol_weight_g_mol=175.3
C 0.3926 -1.4776 1.2690
C -0.5711 -0.4043 1.7708
C -0.3176 0.4429 2.7908
N -1.4664 1.2885 2.9381
C -2.3689 0.9587 1.9753
C -3.6120 1.5582 1.7140
C -4.2412 1.0385 0.5912
C -3.7140 0.0825 -0.2752
C -2.4907 -0.5048 0.0361
C -1.8518 -0.1284 1.2114
H 0.6394 -1.2039 0.2414
H 0.1139 -2.5115 1.4329
H 1.2817 -1.2181 1.8481
H 0.4797 0.6426 3.4843
H -1.2715 2.1759 3.3723
H -4.0446 2.2880 2.3758
H -5.2139 1.4557 0.3474
H -4.2567 -0.3001 -1.1260
H -2.0185 -1.2989 -0.5295
C 2.3319 0.5497 -2.8306
C 2.9061 -0.8812 -2.5909
C 4.0573 -0.6801 -1.6254
H 2.3376 1.0233 -1.8539
H 1.3510 0.5941 -3.3014
H 3.0195 1.1313 -3.4389
H 2.1806 -1.6179 -2.2403
H 3.1698 -1.3199 -3.5586
H 4.8057 0.0150 -2.0313
H 3.8295 -0.1076 -0.7182
H 4.5425 -1.5905 -1.2787


4.
19
Properties=species:S:1:pos:R:3 method="wB97M-V/def2-TZVPD" e_tot_ev=-10380.3852 total_charge=0 homo_energy_ev=-8.84 relative_energy_kj_mol=112.3 mol_weight_g_mol=108.1
H 0.8522 2.1857 -2.3895
N 0.7295 1.2222 -2.0653
C 0.3626 1.3880 -0.8409
N 0.6545 0.5255 0.1920
C 0.4085 0.8045 1.5847
C -0.9301 0.3317 2.1780
H 0.1469 2.3830 -0.4254
H 1.2026 -0.3075 0.0290
H 0.5213 1.8828 1.7348
H 1.2112 0.3126 2.1480
H -1.8290 0.9020 1.9699
H -0.7898 0.0387 3.2181
H -1.1154 -0.6462 1.7213
O -1.0894 -1.0231 -1.8455
H -0.5460 -0.3614 -2.3100
H -1.9837 -0.7679 -2.0971
O 1.0820 -2.7857 -0.8360
H 0.7980 -3.6968 -0.6898
H 0.3141 -2.3882 -1.2762


5.
20
Properties=species:S:1:pos:R:3 method="wB97M-V/def2-TZVPD" e_tot_ev=-6887.9665 total_charge=+1 homo_energy_ev=-14.27 relative_energy_kj_mol=761.8 mol_weight_g_mol=88.2
C 0.1349 0.5349 0.1079
C -0.7560 -0.5802 -0.1499
C -0.2915 -2.0871 0.0688
C -0.2038 -0.0788 -1.5049
C -1.1168 0.6818 -2.4161
N 0.1110 1.1361 1.3884
H 2.1792 -0.8020 0.6354
H 1.2568 2.3943 3.4646
H -1.8175 -0.5218 -0.0456
H 0.8379 -2.2252 -0.0917
H -0.7308 -2.6873 -0.7803
H -0.5889 -2.7788 0.9694
H 0.7679 -0.3757 -1.8258
H 2.6812 -0.6666 0.1317
H -1.0386 0.3031 -3.4261
H -0.6882 1.6923 -2.5583
H -2.0736 0.7786 -1.9807
H 1.4714 2.8536 4.1139
H -0.5135 1.8838 1.6067
H 0.3790 0.5453 2.2925


What did the second record say?
16
Properties=species:S:1:pos:R:3 method="wB97M-V/def2-TZVPD" e_tot_ev=-9878.0949 total_charge=0 homo_energy_ev=-8.91 relative_energy_kj_mol=189.7 mol_weight_g_mol=103.1
H 0.0260 0.5755 -3.2998
N 0.0840 0.5402 -2.2860
C 0.0569 1.7117 -1.8012
O 0.1078 1.9537 -0.4907
H -0.0106 2.6500 -2.3564
H 0.0862 1.0814 -0.0426
C 0.7750 -1.7909 0.2015
C -0.4014 -0.9913 0.6778
C -0.3855 -0.2066 1.7549
O -1.5052 0.4470 2.1846
H 0.9490 -1.5830 -0.8588
H 0.5990 -2.8687 0.3100
H 1.6862 -1.5410 0.7582
H -1.3346 -1.0708 0.1204
H 0.5129 -0.0775 2.3628
H -1.2458 1.1702 2.7653